Here is C5H14AsO3PS6V as an isolated structure from the Open Molecules 2025 dataset. Energies are from ωB97M-V/def2-TZVPD.

Summary:
Relative energy (zero: lowest compared OMol25 entry of this formula, charge and spin) ... 0.0 kcal/mol
E_tot ... -6335.17753 a.u.
E_LUMO (spin up / spin down) ... 0.16132 / 0.16128 Ha
Highest occupied orbital energy (spin up / spin down) ... -0.7769 / -1.0562 eV

```
! RIJCOSX wB97M-V def2-TZVPD def2/J DEFGRID3
* xyz -2 4
V 0.0913 0.0328 -0.0197
C 1.7351 -3.5111 4.7030
C 0.9884 -2.1968 4.5896
O -0.0777 -2.2589 3.6435
P 0.1900 -2.1395 2.0545
S -1.4889 -1.6334 1.1711
S 1.7789 -1.0584 1.6261
O 0.5130 -3.7136 1.7721
C 0.8053 -4.1050 0.4305
C 1.5603 -5.4148 0.4766
H 2.4420 -3.4668 5.5351
H 2.2857 -3.7203 3.7870
H 1.0388 -4.3327 4.8761
H 1.6683 -1.3883 4.3101
H 0.5140 -1.9360 5.5378
H 1.4049 -3.3303 -0.0562
H -0.1352 -4.2024 -0.1183
H 2.5251 -5.2823 0.9678
H 1.7325 -5.7860 -0.5352
H 0.9934 -6.1650 1.0306
S 0.1135 3.1256 -4.0278
As -0.0805 2.4069 -2.0306
S 1.7630 1.4364 -1.2255
S -1.4427 0.6388 -1.8516
S -0.7162 3.8407 -0.5234
C -1.3581 1.6299 2.3609
O -0.2789 1.5315 1.4517
H -2.2388 2.0497 1.8675
H -1.0782 2.2732 3.2021
H -1.5990 0.6362 2.7305
H -0.2953 2.3615 0.8681
*
```

Let us look at the natural (NBO) charges, expressed in e, one per atom: V 0.707; C -0.634; C -0.062; O -0.826; P 1.631; S -0.549; S -0.579; O -0.843; C -0.073; C -0.614; H 0.194; H 0.225; H 0.204; H 0.203; H 0.171; H 0.198; H 0.184; H 0.205; H 0.202; H 0.200; S -0.802; As 0.996; S -0.745; S -0.745; S -0.822; C -0.244; O -0.824; H 0.189; H 0.152; H 0.188; H 0.515


Here is C5H14AuClFeO as an isolated structure at a distorted geometry from the Open Molecules 2025 dataset. Energies are from ωB97M-V/def2-TZVPD.

Summary:
Relative energy (zero: lowest compared OMol25 entry of this formula, charge and spin) ... 63.9 kcal/mol
E_tot ... -2133.40665 a.u.
E_LUMO (spin up / spin down) ... 0.09800 / -0.03254 Ha
Highest occupied orbital energy (spin up / spin down) ... -1.9355 / -3.3760 eV

```
! RIJCOSX wB97M-V def2-TZVPD def2/J DEFGRID3
* xyz -1 8
Au -1.1952 -1.2715 1.7577
Cl -2.5267 -2.8243 0.6697
C 0.8569 -1.6434 1.8349
H 1.3224 -0.9818 2.5404
H 1.2646 -1.5967 0.8263
H 0.8289 -2.6810 2.1696
Fe 0.2374 0.4392 -2.0095
C -1.4973 1.0295 -2.7147
C 1.1831 -1.1260 -2.7309
C 1.3953 1.6606 -1.4377
H 2.2702 -1.0061 -2.5846
H 0.8351 -2.0541 -2.2799
H 0.9710 -1.1467 -3.8202
H -1.5591 2.1045 -2.5980
H -1.5096 0.7574 -3.7833
H -2.3034 0.5225 -2.1914
H 2.4760 1.4242 -1.4793
H 1.1471 2.7528 -1.5622
C -0.8474 1.2077 3.8675
O -0.8028 -0.0856 3.3861
H -0.7472 1.0081 4.9501
H -1.8073 1.7474 3.6821
H 0.0082 1.7631 3.5071
*
```

Let us look at the natural (NBO) charges, expressed in e, one per atom: Au 0.964; Cl -0.614; C -0.859; H 0.191; H 0.228; H 0.193; Fe 1.317; C -1.253; C -1.255; C -1.238; H 0.191; H 0.190; H 0.192; H 0.190; H 0.191; H 0.193; H 0.150; H 0.148; C -0.297; O -0.435; H 0.172; H 0.207; H 0.234


Here is a 2-piece molecular cluster, C5H14BCl3NP overall from the Open Molecules 2025 dataset. Energies are from ωB97M-V/def2-TZVPD.

Summary:
E_tot ... -2000.36788 a.u.
E_LUMO ... 0.00329 Ha
SMILES string ... CCCCB[PH2]=N.ClC(Cl)Cl
Highest occupied orbital energy ... -8.4371 eV

```
! RIJCOSX wB97M-V def2-TZVPD def2/J DEFGRID3
* xyz 0 1
C -2.2282 -1.4901 -1.9145
C -0.7141 -1.2887 -1.7667
C -0.2706 -1.0328 -0.3324
C 1.2362 -0.8365 -0.2055
B 1.8471 -0.4614 1.1716
P 0.7734 -0.0155 2.6836
N 0.6910 -1.4321 3.3777
H -2.7153 -1.5740 -0.9422
H -2.4667 -2.3971 -2.4698
H -2.7061 -0.6670 -2.4462
H -0.1767 -2.1627 -2.1430
H -0.3733 -0.4561 -2.3885
H -0.5870 -1.8596 0.3107
H -0.7941 -0.1499 0.0513
H 1.7759 -1.6934 -0.6226
H 1.5585 0.0004 -0.8499
H 3.0093 -0.5771 1.4057
H -0.4053 0.6570 2.2855
H 1.3657 1.0213 3.4459
H -0.2405 -1.7789 3.5694
Cl 1.4972 2.8529 0.5115
C 0.2419 3.7213 -0.3829
Cl 0.9126 4.4830 -1.8185
Cl -1.0875 2.6398 -0.7957
H -0.1436 4.4972 0.2652
*
```

Let us look at the natural (NBO) charges, expressed in e, one per atom: C -0.613; C -0.397; C -0.387; C -0.797; B 0.343; P 1.026; N -1.291; H 0.204; H 0.212; H 0.207; H 0.197; H 0.196; H 0.205; H 0.193; H 0.241; H 0.256; H -0.046; H -0.063; H -0.081; H 0.379; Cl 0.013; C -0.285; Cl 0.033; Cl 0.024; H 0.231


Here is C5H14BeN3 as an isolated structure at a distorted geometry from the Open Molecules 2025 dataset. Energies are from ωB97M-V/def2-TZVPD.

Summary:
Relative energy (zero: lowest compared OMol25 entry of this formula, charge and spin) ... 41.1 kcal/mol
E_tot ... -377.78707 a.u.
E_LUMO (spin up / spin down) ... 0.11240 / 0.10606 Ha
Highest occupied orbital energy (spin up / spin down) ... 0.3770 / 0.5715 eV

```
! RIJCOSX wB97M-V def2-TZVPD def2/J DEFGRID3
* xyz -1 1
C -1.1595 -1.9651 -2.4101
Be -1.0106 0.1361 -0.9579
N -0.3904 1.2181 -2.3139
H -0.3110 -1.3181 -2.1584
H -1.5732 1.1391 -0.3189
H -1.5053 -2.5118 -1.5140
H -0.8682 -2.6996 -3.1837
H -1.9489 -1.2982 -2.8026
H 0.5853 1.0222 -2.5629
H -0.4071 2.1188 -1.8221
H -0.9452 1.3383 -3.1633
C 0.3126 0.5370 3.5112
N 0.6852 0.2453 2.1363
C 1.9442 0.3173 1.5324
C 1.7521 0.0353 0.2051
N 0.3645 -0.2139 -0.0023
C -0.1975 -0.1682 1.2270
H 0.8817 -0.0929 4.2037
H 0.4719 1.5951 3.7603
H -0.7598 0.3084 3.6050
H 2.8188 0.5758 2.1003
H 2.5133 -0.0544 -0.5537
H -1.2529 -0.2644 1.4826
*
```

Let us look at the natural (NBO) charges, expressed in e, one per atom: C -0.939; Be 0.809; N -1.525; H 0.195; H -0.710; H 0.216; H 0.210; H 0.223; H 0.324; H 0.382; H 0.349; C -0.415; N -0.373; C -0.156; C -0.135; N -0.827; C 0.117; H 0.188; H 0.205; H 0.213; H 0.212; H 0.220; H 0.219


Here is a 2-piece molecular cluster, C5H14BrNO overall at a distorted geometry from the Open Molecules 2025 dataset. Energies are from ωB97M-V/def2-TZVPD.

Summary:
Relative energy (zero: lowest compared OMol25 entry of this formula, charge and spin) ... 30.4 kcal/mol
E_tot ... -2902.83269 a.u.
E_LUMO ... -0.00914 Ha
Highest occupied orbital energy ... -6.7317 eV

```
! RIJCOSX wB97M-V def2-TZVPD def2/J DEFGRID3
* xyz 0 1
C 1.5432 -0.3719 -1.2434
N 0.5932 0.0039 -0.0724
C 1.2549 -0.2482 1.3208
C 0.4604 1.5369 -0.1467
C -0.7618 -0.7324 -0.1714
C -1.8179 -0.3541 0.9383
O -3.0634 -0.8867 0.5796
H 1.1621 0.0556 -2.1708
H 1.6550 -1.4545 -1.1847
H 2.4516 0.1913 -1.0293
H 0.7816 0.1253 2.2289
H 2.3265 -0.0938 1.1943
H 1.1215 -1.3231 1.4427
H 0.1006 1.8166 -1.1368
H 1.4597 1.9403 0.0170
H -0.1525 1.8472 0.6996
H -0.4416 -1.7634 -0.0214
H -1.1881 -0.6120 -1.1674
H -2.0189 0.7113 1.0506
H -1.4953 -0.7794 1.8887
H -3.7406 -0.8728 1.2599
Br -0.2304 1.2640 -4.2761
*
```

Let us look at the natural (NBO) charges, expressed in e, one per atom: C -0.418; N -0.203; C -0.421; C -0.417; C -0.227; C -0.071; O -0.720; H 0.308; H 0.214; H 0.210; H 0.241; H 0.233; H 0.212; H 0.284; H 0.212; H 0.208; H 0.206; H 0.277; H 0.181; H 0.159; H 0.489; Br -0.958


Here is C5H14ClIrMn as an isolated structure at a distorted geometry from the Open Molecules 2025 dataset. Energies are from ωB97M-V/def2-TZVPD.

Summary:
Relative energy (zero: lowest compared OMol25 entry of this formula, charge and spin) ... 14.9 kcal/mol
E_tot ... -1914.03216 a.u.
E_LUMO (spin up / spin down) ... 0.18748 / 0.16674 Ha
Highest occupied orbital energy (spin up / spin down) ... 3.2925 / -1.9594 eV

```
! RIJCOSX wB97M-V def2-TZVPD def2/J DEFGRID3
* xyz -2 10
Ir 0.5506 -0.4637 -1.0254
Cl 1.9453 -1.9246 -2.3228
C 1.8479 0.9750 -0.5348
C -0.9321 -0.9210 -2.3042
H 2.1699 1.2403 -1.5564
H 1.4879 1.9024 -0.0461
H 2.7311 0.5785 -0.0086
H -0.8399 -0.1110 -3.0602
H -1.9343 -0.8510 -1.8477
H -0.7421 -1.8991 -2.7804
Mn -0.2342 0.8235 1.2407
C -1.7087 -0.2388 1.9105
C -0.9707 1.1712 -0.5135
H -2.5859 -0.0055 1.2938
H -1.4559 -1.3112 1.9387
H -1.7776 0.1935 2.9280
H -2.0363 0.9211 -0.6633
H -0.6295 2.0730 -1.0580
C 1.1353 -0.3940 1.9601
H 0.8621 -0.2365 3.0201
H 2.1755 -0.0825 1.7678
H 0.9419 -1.4396 1.6617
*
```

Let us look at the Mulliken charges, expressed in e, one per atom: Ir 0.842; Cl -0.627; C -2.074; C -1.052; H 0.443; H 0.446; H 0.373; H 0.342; H 0.367; H 0.262; Mn 1.708; C -2.054; C -1.585; H 0.312; H 0.269; H 0.307; H 0.488; H 0.235; C -2.271; H 0.353; H 0.519; H 0.398


Here is an isolated ion of composition C5H14N2 and charge -1 at a distorted geometry from the Open Molecules 2025 dataset. Energies are from ωB97M-V/def2-TZVPD.

Summary:
Relative energy (zero: lowest compared OMol25 entry of this formula, charge and spin) ... 12.3 kcal/mol
E_tot ... -308.34350 a.u.
E_LUMO (spin up / spin down) ... 0.14362 / 0.13852 Ha
Highest occupied orbital energy (spin up / spin down) ... 1.4616 / -4.8475 eV

```
! RIJCOSX wB97M-V def2-TZVPD def2/J DEFGRID3
* xyz -1 2
C -0.4446 -0.0669 1.3983
C 0.2122 -0.1928 0.0224
C 1.7249 -0.2329 0.1366
C 2.3101 -1.5739 0.5727
N -0.1882 0.8472 -0.9062
C -1.5058 1.4394 -0.8493
N -2.5757 0.6248 -1.4002
H -0.1408 0.8778 1.8492
H -0.0618 -0.8711 2.0174
H -1.5377 -0.0725 1.3448
H -0.1231 -1.1786 -0.3436
H 2.1237 0.0267 -0.8399
H 2.0879 0.5629 0.7769
H 2.7250 -1.5694 1.5826
H 3.1263 -1.9136 -0.0647
H 1.5635 -2.3722 0.5640
H -0.0085 0.5548 -1.8576
H -1.4564 2.3692 -1.3984
H -1.7167 1.7140 0.1890
H -3.1938 1.1018 -2.0302
H -2.9203 -0.0748 -0.7637
*
```

Let us look at the natural (NBO) charges, expressed in e, one per atom: C -0.877; C -0.089; C -0.420; C -0.650; N -0.654; C -0.326; N -1.051; H 0.190; H 0.199; H 0.186; H 0.147; H 0.193; H 0.197; H 0.197; H 0.194; H 0.204; H 0.350; H 0.167; H 0.160; H 0.343; H 0.339


Here is C5H14N2 as an isolated structure at a distorted geometry from the Open Molecules 2025 dataset. Energies are from ωB97M-V/def2-TZVPD.

Summary:
Relative energy (zero: lowest compared OMol25 entry of this formula, charge and spin) ... 107.7 kcal/mol
E_tot ... -308.25144 a.u.
E_LUMO ... 0.01921 Ha
Highest occupied orbital energy ... -8.2970 eV

```
! RIJCOSX wB97M-V def2-TZVPD def2/J DEFGRID3
* xyz 0 1
C -0.8954 1.1403 -3.2995
N -0.9312 0.3067 -0.1212
C -0.6742 -0.5028 0.8937
C 0.7483 -0.7457 1.3253
C 1.7546 -0.3544 0.1948
N 1.8934 1.1126 -0.0621
C -1.7534 -1.0971 1.7157
H -0.2967 1.0852 -2.4001
H -0.7229 0.1938 -3.8563
H -1.9165 1.3068 -2.9673
H -0.5105 1.9625 -3.9527
H -0.7766 -0.9415 -0.4064
H 0.8312 -1.9325 1.5382
H 0.9839 -0.1599 2.2247
H 1.3239 -0.6596 -0.7637
H 2.7988 -0.7566 0.3304
H 1.8894 1.5699 0.8615
H 0.8870 1.3354 -0.2150
H -2.7306 -0.6692 1.3951
H -1.6423 -2.2063 1.7435
H -1.6946 -0.9237 2.7961
*
```

Let us look at the natural (NBO) charges, expressed in e, one per atom: C -0.859; N -0.657; C 0.246; C -0.511; C -0.233; N -0.813; C -0.711; H 0.228; H 0.204; H 0.217; H 0.208; H 0.401; H 0.217; H 0.240; H 0.194; H 0.201; H 0.322; H 0.373; H 0.250; H 0.237; H 0.244


Here is C5H14N2 in the gas phase at a distorted geometry from the Open Molecules 2025 dataset. Energies are from ωB97M-V/def2-TZVPD.

Summary:
Relative energy (zero: lowest compared OMol25 entry of this formula, charge and spin) ... 46.5 kcal/mol
E_tot ... -308.34893 a.u.
E_LUMO ... 0.04230 Ha
SMILES string ... CNCCCCN
Highest occupied orbital energy ... -8.4568 eV

```
! RIJCOSX wB97M-V def2-TZVPD def2/J DEFGRID3
* xyz 0 1
C 1.0610 3.2608 -0.7812
N 0.4554 1.9867 -0.9126
C 0.3627 1.2335 0.3444
C -0.6731 -0.0030 0.2928
C -0.3432 -1.2255 -0.6407
C -0.0018 -2.5431 0.2114
N -0.8282 -2.7522 1.3832
H 0.4411 3.9820 -0.1880
H 1.3476 3.7398 -1.6570
H 1.8712 3.2164 -0.1189
H -0.4039 2.1014 -1.3967
H 0.1334 1.8908 1.1451
H 1.2823 0.6708 0.6739
H -1.6245 0.3541 -0.0926
H -0.7785 -0.3718 1.3170
H 0.4966 -1.0046 -1.3447
H -1.2121 -1.4319 -1.1875
H 0.0574 -3.3403 -0.4494
H 1.0383 -2.4023 0.3320
H -1.7647 -2.9316 1.0727
H -0.7079 -3.4511 2.0402
*
```

Let us look at the natural (NBO) charges, expressed in e, one per atom: C -0.400; N -0.634; C -0.208; C -0.412; C -0.397; C -0.222; N -0.851; H 0.143; H 0.197; H 0.191; H 0.355; H 0.165; H 0.180; H 0.187; H 0.233; H 0.215; H 0.188; H 0.165; H 0.188; H 0.348; H 0.369


Here is C5H14N2 in the gas phase at a distorted geometry from the Open Molecules 2025 dataset. Energies are from ωB97M-V/def2-TZVPD.

Summary:
Relative energy (zero: lowest compared OMol25 entry of this formula, charge and spin) ... 34.1 kcal/mol
E_tot ... -308.36868 a.u.
E_LUMO ... 0.04012 Ha
SMILES string ... CN[C@H](C)CCN
Highest occupied orbital energy ... -8.4754 eV

```
! RIJCOSX wB97M-V def2-TZVPD def2/J DEFGRID3
* xyz 0 1
C 1.2198 2.3876 -0.9222
N 0.0400 1.4643 -1.1312
C 0.1776 0.3227 -0.2178
C 1.0233 -0.7950 -0.8769
C -1.2312 -0.2128 0.0527
C -1.3331 -1.4794 0.9710
N -0.1435 -1.5751 1.8766
H 1.4711 2.4246 0.1418
H 0.9947 3.3811 -1.3276
H 1.8991 1.8886 -1.6184
H -0.9201 1.7755 -1.0656
H 0.6946 0.5548 0.7412
H 2.0547 -0.5620 -1.0866
H 0.9611 -1.6805 -0.2461
H 0.4784 -1.0102 -1.7929
H -1.7335 -0.2665 -0.9103
H -1.8513 0.5071 0.6004
H -1.4132 -2.4013 0.3994
H -2.1601 -1.3405 1.6509
H -0.1335 -0.8518 2.5761
H -0.0949 -2.5313 2.1856
*
```

Let us look at the natural (NBO) charges, expressed in e, one per atom: C -0.423; N -0.648; C -0.042; C -0.625; C -0.430; C -0.215; N -0.868; H 0.181; H 0.200; H 0.208; H 0.360; H 0.168; H 0.207; H 0.221; H 0.199; H 0.211; H 0.195; H 0.193; H 0.177; H 0.363; H 0.368


Look up the E_tot of the fifth one. -2902.83269 a.u.


What is the formula in the sixth record? C5H14ClIrMn


What is the E_tot in the seventh record? -308.34350 a.u.